(1)
Computed, not measured: C11H35CrN12O10 as an isolated structure in a non-equilibrium geometry, with the ωB97M-V functional and the def2-TZVPD basis.

**HOMO-LUMO gap (alpha / beta)**: 6.0 / 8.9 eV
**Total charge**: 0
**Multiplicity**: 6
**Expectation value of S²**: 8.752
**Highest occupied orbital energy (alpha / beta)**: -6.02 / -8.88 eV
**Lowest unoccupied orbital energy (alpha / beta)**: 0.006 / -0.026 eV
**E_tot**: -2893.9908 Ha

Element x y z (Å)
Cr  1.509  -3.238  -0.061
N  1.328  0.203  0.084
O  1.696  0.969  0.959
O  1.453  -0.999  0.221
O  0.831  0.583  -0.974
C  2.640  -1.756  -2.840
O  2.099  -2.309  -1.932
N  2.297  -0.612  -3.269
N  3.681  -2.159  -3.540
H  1.629  -0.018  -2.798
H  2.604  -0.436  -4.215
H  3.900  -1.672  -4.397
H  4.177  -2.990  -3.249
C  4.480  -2.187  0.321
O  3.604  -3.007  0.456
N  4.354  -0.964  0.723
N  5.661  -2.353  -0.247
H  3.445  -0.686  1.064
H  5.113  -0.304  0.630
H  6.296  -1.567  -0.266
H  5.971  -3.313  -0.299
C  0.624  4.348  -1.139
O  0.353  5.474  -1.473
N  0.152  3.697  -0.095
N  1.161  3.500  -1.964
H  0.473  2.766  0.130
H  -0.465  4.164  0.555
H  0.859  2.539  -1.884
H  1.644  3.900  -2.755
C  -1.365  -2.536  -1.692
O  -0.395  -2.969  -1.098
N  -2.513  -3.170  -1.741
N  -1.538  -1.431  -2.243
H  -3.273  -2.837  -2.318
H  -2.669  -4.039  -1.251
H  -0.918  -0.635  -2.190
H  -2.303  -1.451  -2.902
C  3.948  3.186  2.990
O  4.999  3.688  3.393
N  4.090  2.199  2.219
N  2.750  3.500  3.363
H  4.996  1.756  2.157
H  3.303  1.787  1.739
H  1.966  2.985  2.989
H  2.506  4.294  3.938
C  -7.586  -1.043  -0.861
O  -6.349  -0.311  -0.982
C  -5.580  -0.336  0.185
C  -4.090  0.075  -0.016
N  -3.483  0.571  1.175
C  -2.049  0.623  1.017
C  -1.459  0.919  2.471
O  -1.776  -0.139  3.373
C  -0.853  -1.217  3.215
H  -8.236  -0.621  -0.095
H  -7.408  -2.049  -0.481
H  -8.008  -1.105  -1.865
H  -5.453  -1.369  0.510
H  -6.058  0.261  0.961
H  -4.092  0.928  -0.695
H  -3.460  -0.687  -0.476
H  -3.641  -0.051  1.954
H  -1.826  1.449  0.341
H  -1.599  -0.263  0.568
H  -1.914  1.847  2.815
H  -0.392  1.117  2.369
H  -1.185  -2.056  3.828
H  0.155  -0.847  3.401
H  -0.810  -1.598  2.195

Atoms 1-6, force components in eV/Å:
Cr -0.2 0.1 -0.2
N -0.3 -1.0 -0.8
O 0.3 1.4 0.9
O 0.4 -1.4 1.5
O -0.9 1.6 -1.4
C 0.6 -1.3 0.5

=====

(2)
Computed, not measured: the molecule C4H5NO, with the ωB97M-V functional and the def2-TZVPD basis.

**HOMO-LUMO gap**: 8.0 eV
**Total charge**: 0
**Multiplicity**: 1
**Highest occupied orbital energy**: -7.72 eV
**Lowest unoccupied orbital energy**: 0.318 eV
**ΔE to the lowest compared entry with this formula, charge and spin**: 81.5 kcal/mol
**E_tot**: -285.2847 Ha

Element x y z (Å)
O  -1.392  0.058  -1.900
C  -0.710  0.139  -0.717
C  -1.058  0.661  0.479
C  0.153  0.295  1.306
C  1.189  -0.278  0.402
N  0.609  -0.374  -0.765
H  -2.247  0.455  -1.676
H  -0.322  -0.561  1.824
H  0.529  0.971  2.083
H  2.213  -0.600  0.564
H  1.036  -0.766  -1.599

Atoms 1-6, force components in eV/Å:
O 0.0 0.1 0.1
C 0.0 0.3 0.2
C 0.3 -0.1 -0.3
C 0.2 0.1 0.1
C -0.4 0.0 0.0
N 0.0 0.0 0.1

=====

(3)
Computed, not measured: C44H25Cl3N11O4S2SiW as an isolated structure, with the ωB97M-V functional and the def2-TZVPD basis.

**HOMO-LUMO gap (alpha / beta)**: 5.2 / 4.8 eV
**Total charge**: -1
**Multiplicity**: 3
**Expectation value of S²**: 2.492
**Highest occupied orbital energy (alpha / beta)**: -3.78 / -4.16 eV
**Lowest unoccupied orbital energy (alpha / beta)**: 1.406 / 0.642 eV
**ΔE to the lowest compared entry with this formula, charge and spin**: 209.8 kcal/mol
**E_tot**: -5128.6809 Ha

Element x y z (Å)
W  -0.456  0.241  -0.687
C  4.529  -3.249  3.060
C  3.448  -4.038  3.677
C  2.098  -4.084  3.479
C  1.411  -3.344  2.466
C  0.203  -2.740  2.210
N  -0.912  -2.816  2.973
C  -1.894  -1.961  2.959
C  -2.867  -1.700  3.989
C  -3.076  -2.321  5.219
C  -4.074  -1.831  6.033
C  -4.851  -0.722  5.644
C  -4.639  -0.084  4.444
C  -3.640  -0.580  3.600
C  -3.177  -0.124  2.331
N  -3.650  0.878  1.602
C  -3.051  1.600  0.699
N  -1.718  1.657  0.292
C  -1.552  2.917  -0.352
N  -0.459  3.510  -0.655
C  0.769  2.976  -0.442
N  1.028  1.663  -0.070
C  2.366  1.591  0.230
N  3.070  0.564  0.839
C  2.523  -0.260  1.615
N  1.075  -0.389  1.799
C  3.072  -1.525  2.236
C  4.438  -2.082  2.397
C  2.980  2.826  -0.031
C  4.312  3.277  0.094
C  4.585  4.578  -0.223
C  3.560  5.468  -0.650
C  2.261  5.056  -0.759
C  1.963  3.712  -0.454
C  -2.860  3.522  -0.554
C  -3.239  4.688  -1.202
C  -4.586  5.011  -1.191
C  -5.521  4.203  -0.535
C  -5.131  3.049  0.125
C  -3.785  2.717  0.090
N  -2.150  -0.987  2.008
H  5.519  -3.662  3.225
H  3.814  -4.703  4.453
H  1.519  -4.722  4.137
H  -2.466  -3.166  5.510
H  -4.269  -2.301  6.989
H  -5.627  -0.367  6.309
H  -5.224  0.775  4.143
H  5.315  -1.590  1.997
H  5.087  2.597  0.424
H  5.600  4.949  -0.152
H  3.825  6.490  -0.891
H  1.473  5.726  -1.078
H  -2.502  5.301  -1.703
H  -4.927  5.903  -1.701
H  -6.565  4.486  -0.550
H  -5.840  2.413  0.639
N  0.793  -2.768  -3.536
C  1.084  -2.088  -4.726
C  2.063  -2.578  -5.589
C  2.390  -1.882  -6.736
C  1.766  -0.674  -7.021
C  0.783  -0.188  -6.177
C  0.417  -0.912  -5.052
S  -0.913  -0.387  -3.955
N  -0.055  -0.878  -2.430
C  0.600  -2.025  -2.381
C  1.059  -2.348  -1.114
C  2.097  -3.310  -0.824
C  2.725  -3.316  0.352
C  2.174  -2.531  1.482
C  0.878  -1.722  1.203
N  0.634  -1.435  -0.203
H  1.302  -3.627  -3.404
H  2.575  -3.499  -5.337
H  3.151  -2.272  -7.399
H  2.035  -0.113  -7.906
H  0.262  0.731  -6.399
H  2.439  -3.953  -1.626
H  3.574  -3.961  0.538
H  2.669  -1.510  3.258
H  0.857  -0.415  2.791
O  -4.103  -1.697  0.088
S  -2.820  -1.675  -0.523
O  -2.242  -2.892  -0.985
O  -1.694  -1.147  0.752
O  -2.498  -0.494  -1.338
Cl  1.954  1.461  -3.398
Si  -0.047  1.441  -2.884
Cl  -0.842  3.105  -3.774
Cl  -2.200  0.565  -5.799

Atoms 1-6, force components in eV/Å:
W -0.5 -0.5 -0.2
C 0.0 0.0 0.0
C -0.1 -0.1 0.0
C 0.1 0.0 0.1
C -0.1 0.1 -0.1
C 0.1 -0.1 0.0

=====

What did the second record say?
Computed, not measured: the molecule C4H5NO, with the ωB97M-V functional and the def2-TZVPD basis.

**HOMO-LUMO gap**: 8.0 eV
**Total charge**: 0
**Multiplicity**: 1
**Highest occupied orbital energy**: -7.72 eV
**Lowest unoccupied orbital energy**: 0.318 eV
**ΔE to the lowest compared entry with this formula, charge and spin**: 81.5 kcal/mol
**E_tot**: -285.2847 Ha

Element x y z (Å)
O  -1.392  0.058  -1.900
C  -0.710  0.139  -0.717
C  -1.058  0.661  0.479
C  0.153  0.295  1.306
C  1.189  -0.278  0.402
N  0.609  -0.374  -0.765
H  -2.247  0.455  -1.676
H  -0.322  -0.561  1.824
H  0.529  0.971  2.083
H  2.213  -0.600  0.564
H  1.036  -0.766  -1.599

Atoms 1-6, force components in eV/Å:
O 0.0 0.1 0.1
C 0.0 0.3 0.2
C 0.3 -0.1 -0.3
C 0.2 0.1 0.1
C -0.4 0.0 0.0
N 0.0 0.0 0.1

=====

The lowest total charge belongs to which entry?
C44H25Cl3N11O4S2SiW

=====

E_tot of number 1 (C11H35CrN12O10)?
-2893.9908 Ha

=====

Look up the total charge of the first one.
0